The following is a quantum chemistry calculation of a molecular structure, C25H20AuN2STe at a distorted geometry, from the Open Molecules 2025 dataset.

CARTESIAN COORDINATES (ANGSTROEM)
Au: -0.38165 0.34804 0.04427
N: 1.65349 0.28451 -0.38543
C: 2.64508 1.33880 -0.21544
C: 3.96668 0.92086 -0.27737
C: 4.98627 1.84135 -0.14158
C: 4.66697 3.17451 0.06527
C: 3.34640 3.57345 0.13337
C: 2.28958 2.66676 -0.01253
C: 0.88275 3.13841 0.04806
C: 0.60728 4.51839 0.07987
C: -0.66870 5.03857 0.13922
C: -1.77217 4.20673 0.15973
C: -1.57761 2.83162 0.12550
C: -0.27785 2.37857 0.07196
H: 1.95845 -0.51641 0.17930
H: 1.68181 -0.05634 -1.34931
H: 4.18676 -0.12829 -0.43175
H: 6.01709 1.51871 -0.19165
H: 5.44884 3.91249 0.18000
H: 3.14445 4.61574 0.32036
H: 1.43350 5.21057 0.03983
H: -0.79749 6.11211 0.16387
H: -2.78013 4.59628 0.19990
H: -2.43732 2.18148 0.13036
S: -2.41789 -0.73973 0.41386
C: -3.60934 0.32046 -0.15564
N: -4.42559 1.04565 -0.53006
Te: 0.19490 -3.14408 0.16744
C: 0.06456 -5.24055 0.09008
C: 0.22844 -5.88738 -1.12911
C: 0.19037 -7.27327 -1.17342
C: -0.02007 -8.00115 -0.01047
C: -0.19822 -7.34804 1.20023
C: -0.15724 -5.96154 1.25659
C: 2.29482 -3.00826 -0.04293
C: 2.85931 -2.93843 -1.31779
C: 4.23790 -2.86265 -1.47104
C: 5.06195 -2.84954 -0.35278
C: 4.50752 -2.90578 0.91869
C: 3.12808 -2.98175 1.07567
H: 0.37660 -5.31947 -2.03838
H: 0.31537 -7.78264 -2.11997
H: -0.05206 -9.08190 -0.05029
H: -0.36440 -7.91608 2.10609
H: -0.29798 -5.45222 2.20062
H: 2.22105 -2.96871 -2.19344
H: 4.66775 -2.83036 -2.46417
H: 6.13648 -2.80011 -0.47392
H: 5.14831 -2.90920 1.79096
H: 2.70181 -3.04543 2.06903

## Properties
- net charge = +1
- E_HOMO (hartree) = -0.41093
- orbital gap (eV) = 5.53
- LUMO energy (eV) = -5.65